[1]
Formula: C34H42BeNO4
Source: OMol25
Level of theory: ωB97M-V/def2-TZVPD

For the LUMO energy, the calculation gives 2.11 eV. The spin multiplicity is 1. The charge is -1. The value obtained for the gap between HOMO and LUMO is 5.3 eV.

Geometry as XYZ:
```
82
Properties=species:S:1:pos:R:3:forces:R:3
O -1.18325 4.17589 -6.15933 -0.188 0.694 -0.900
C -0.25370 4.03589 -7.25170 0.375 -0.028 -0.278
C -0.78192 5.24536 -8.03872 -0.389 -0.302 0.970
H -0.38831 3.09576 -7.78890 0.179 -0.153 0.229
H 0.77447 4.17167 -6.91304 0.036 -0.329 0.033
C -1.77833 5.33909 -6.83179 0.003 0.396 -0.529
H -1.25387 4.99533 -8.99546 0.200 0.244 0.200
H -0.08091 6.08516 -8.10286 -0.262 -0.205 -0.175
C -3.22528 5.09972 -7.22568 -0.054 -0.120 0.243
H -3.33521 4.20134 -7.84357 0.071 0.101 0.188
H -3.61286 5.95025 -7.79179 0.104 0.015 -0.016
H -3.83978 4.99928 -6.32638 0.007 -0.119 -0.084
C -1.61948 6.59652 -6.00031 -0.045 -0.124 0.199
H -0.56961 6.77185 -5.74138 -0.183 -0.101 0.012
H -2.20998 6.50512 -5.08410 0.145 0.025 0.016
H -1.98871 7.46612 -6.54661 0.003 -0.013 -0.081
Be 0.68151 -0.10091 0.88710 -0.871 1.913 1.143
C 1.61651 1.26669 2.48780 1.367 -0.143 -0.739
C 2.43524 0.29267 1.82181 1.075 2.564 0.467
C 2.77909 0.79718 0.51161 -0.285 -0.020 0.849
H 2.96704 -0.49570 2.34499 -0.509 0.076 -0.390
C 2.16805 2.07360 0.38042 0.214 0.306 1.265
C 1.45660 2.36334 1.58872 0.827 -0.132 -0.457
H 0.92070 3.28609 1.80938 -0.025 -0.329 -0.194
H 1.33647 1.18950 3.55121 -0.149 0.072 -0.860
H 3.51977 0.31921 -0.14697 -0.624 0.278 0.203
H 2.36395 2.77773 -0.42985 -0.425 -0.298 0.071
C -0.95192 -0.52647 2.26792 -0.962 0.684 -0.265
C -1.21610 0.87701 2.19449 -0.787 -1.017 -0.800
C -1.70773 1.13199 0.88314 -0.172 -0.434 0.419
H -1.11288 1.57601 3.03631 0.120 -0.274 -0.718
C -1.75872 -0.10544 0.15374 -0.314 0.079 1.022
C -1.31622 -1.14221 1.01669 -0.988 1.177 0.363
H -1.36045 -2.21105 0.79726 0.363 0.439 0.056
H -0.60090 -1.02433 3.16191 0.105 0.129 -0.463
H -2.08213 2.08927 0.54379 0.212 -0.008 -0.142
H -2.20680 -0.27102 -0.82875 0.401 0.212 0.229
O 0.31230 1.02516 -1.45202 0.232 0.105 -1.461
C -0.29439 2.28718 -1.81141 -0.550 -0.062 0.319
C 0.30156 2.71882 -3.14146 0.959 -0.190 0.069
H -0.14574 3.02380 -1.00081 0.105 -0.495 -0.269
H -1.38166 2.14267 -1.92652 0.211 -0.110 0.151
C 0.65475 1.36745 -3.79337 -1.068 0.227 0.129
H 1.24126 3.25781 -2.94419 -0.206 0.030 -0.112
H -0.34943 3.34731 -3.75543 0.030 -0.132 0.153
C 1.06047 0.52569 -2.59380 0.276 0.156 0.424
H 1.40817 1.44403 -4.57455 0.113 -0.075 0.047
H -0.26786 0.96264 -4.23153 0.199 -0.027 -0.069
H 2.13680 0.67442 -2.40513 -0.213 -0.163 0.173
H 0.86950 -0.55363 -2.72759 -0.023 0.451 0.216
C -1.79706 -6.67032 3.06540 -0.072 -0.467 -0.184
C -1.88602 -5.24301 3.52555 0.044 -0.431 0.022
C -3.12536 -4.62843 3.57120 -0.189 -0.014 -0.101
C -3.26573 -3.32630 4.03537 0.231 -0.259 0.300
C -2.14321 -2.63568 4.44954 0.335 -0.193 -0.261
C -0.87674 -3.23718 4.33101 0.340 -0.406 -0.483
N 0.23113 -2.43503 4.62146 0.208 1.206 1.083
C 1.61261 -2.46684 4.32107 0.192 0.147 -0.407
C 2.47617 -2.30556 5.42780 -0.048 -0.399 -0.375
C 3.84736 -2.48168 5.28770 0.123 0.284 -0.270
C 4.37078 -2.77762 4.03111 -0.028 -0.276 -0.142
C 3.52444 -2.86604 2.93193 0.718 0.234 0.218
C 2.18177 -2.60052 3.01131 -1.474 0.284 1.294
C 1.50306 -2.60072 1.65173 -1.255 0.457 -1.669
O 1.47835 -3.72696 1.12290 -0.309 1.846 0.099
O 1.09200 -1.44770 1.08656 2.594 -7.641 0.833
C -0.73382 -4.58094 3.93370 -0.287 0.850 0.194
C 0.56259 -5.32288 3.97992 0.424 -0.211 -0.257
H -1.15234 -6.80589 2.18496 -0.065 0.192 0.215
H -1.41571 -7.35652 3.83673 -0.035 0.265 -0.081
H -2.79185 -7.02330 2.79298 -0.006 -0.058 -0.035
H -3.97547 -5.21743 3.24462 -0.127 0.220 0.008
H -4.23774 -2.86215 4.08308 -0.118 0.079 -0.009
H -2.20193 -1.60426 4.79181 -0.039 -0.171 -0.166
H 0.03100 -1.76988 5.37187 0.123 -0.356 -0.511
H 2.04554 -2.10566 6.41640 0.099 -0.194 -0.408
H 4.50865 -2.39090 6.14805 -0.170 0.029 -0.147
H 5.42928 -2.93866 3.85864 -0.027 -0.005 0.278
H 3.89100 -3.09357 1.94291 0.356 0.043 -0.035
H 0.87162 -5.60460 2.96457 0.024 0.076 0.137
H 1.38761 -4.73613 4.40049 -0.363 -0.383 0.031
H 0.42790 -6.25848 4.54428 0.157 0.280 -0.024
```
Forces are in eV/Å.

***

[2]
Formula: C4H9N3
Source: OMol25
Level of theory: ωB97M-V/def2-TZVPD

For the LUMO energy (spin up / spin down), the calculation gives -12.51 / -12.51 eV. The spin multiplicity is 1. The charge is +2. The value obtained for the gap between HOMO and LUMO (spin up / spin down) is 7.3 / 7.3 eV.

Geometry as XYZ:
```
16
Properties=species:S:1:pos:R:3:forces:R:3
C 2.25081 0.19307 -0.06211 -3.140 -2.771 0.771
C -0.22891 0.67996 -0.08357 2.139 4.926 0.930
C -0.68496 -0.58548 -0.47698 1.209 -3.230 -0.140
C -1.62067 -1.35362 0.19772 -2.610 -2.181 -2.823
N 2.09672 -1.04477 0.01527 -0.439 -0.010 -0.031
N 1.06630 0.98727 0.05074 1.037 1.549 -0.375
N -1.11305 1.66312 0.07148 -0.601 -1.749 -0.191
H 3.09511 0.76208 -0.02902 2.545 1.487 -0.128
H -0.32425 -1.04701 -1.37160 0.600 0.302 -0.969
H -1.36648 -1.91058 1.11833 0.508 -0.557 -0.265
H -2.27786 -1.96986 -0.64390 1.916 0.820 2.451
H -2.27554 -0.70881 0.68806 -1.580 1.623 1.312
H 2.92726 -1.64297 0.08642 -0.192 0.186 -0.423
H 1.40255 1.97179 0.23170 -1.430 -0.976 -0.176
H -2.08605 1.37104 -0.08383 0.325 1.069 0.242
H -0.86100 2.63477 0.29128 -0.286 -0.488 -0.184
```
Forces are in eV/Å.

***

[3]
Formula: C5H5NO
Source: OMol25
Level of theory: ωB97M-V/def2-TZVPD

For the LUMO energy, the calculation gives 0.10 eV. The spin multiplicity is 1. The SMILES is C=C=C(C#N)CO. The value obtained for the gap between HOMO and LUMO is 9.5 eV.

Geometry as XYZ:
```
12
Properties=species:S:1:pos:R:3:forces:R:3
O -1.96015 0.03677 -0.33433 0.086 0.189 0.108
C -1.08458 -0.83997 0.33004 0.000 -0.346 0.320
C 0.37572 -0.45300 0.18430 0.008 0.267 0.933
C 0.70275 0.82124 0.03561 -0.023 -0.317 0.921
C 0.90645 1.85832 -0.70338 -0.210 -1.160 -0.383
C 1.40982 -1.39848 0.43027 0.673 -0.846 0.519
N 2.23373 -2.16827 0.69694 -0.660 0.567 -0.369
H -1.89987 0.90323 0.08925 -0.074 -0.109 -0.123
H -1.27993 -0.87831 1.40729 -0.311 -0.141 -0.047
H -1.26239 -1.83498 -0.08562 0.132 0.116 0.039
H 0.73472 1.02375 -1.46345 0.608 2.960 -1.688
H 1.12187 2.93956 -0.61834 -0.228 -1.181 -0.230
```
Forces are in eV/Å.

***

[4]
Formula: C32H42As2Cl3N4SiW
Source: OMol25
Level of theory: ωB97M-V/def2-TZVPD

For the LUMO energy (spin up / spin down), the calculation gives -4.07 / -3.93 eV. The spin multiplicity is 1. The charge is +1. The value obtained for the gap between HOMO and LUMO (spin up / spin down) is 5.7 / 5.8 eV.

Geometry as XYZ:
```
85
Properties=species:S:1:pos:R:3:forces:R:3
W 0.02795 -0.19962 -0.03723 -0.184 0.559 4.115
C -3.84026 2.24964 1.21427 0.150 0.097 0.198
C -2.80956 3.26479 0.72794 -0.048 -0.269 -0.117
C -1.71602 2.71814 -0.20898 -0.244 0.327 -0.166
N -0.67323 1.92729 0.44450 0.693 -0.609 0.101
C 0.00198 2.52926 1.41757 -0.073 -0.381 -0.277
C -0.03436 3.91851 1.70642 0.137 -0.093 -0.252
C 0.28736 4.58171 2.86319 -0.031 -0.050 0.281
C 0.66572 4.05175 4.09779 0.003 0.079 0.109
C 1.11998 2.77125 4.32919 -0.028 0.226 -0.106
C 1.39537 1.78631 3.39087 -0.111 -0.149 -0.090
C 1.04605 1.71274 2.04055 0.198 0.170 -0.464
N 1.59497 0.85766 1.16118 -1.071 -0.161 -0.579
C 2.96854 0.44890 1.38018 0.344 -0.499 -0.329
C 3.17047 -1.06066 1.34962 -0.267 0.111 0.031
C 2.13174 -1.81948 2.15503 0.507 -0.035 -0.393
N 0.76662 -1.58540 1.70226 -1.064 0.278 -0.996
C -0.18862 -2.22983 2.39564 0.322 0.028 -0.093
C 0.09866 -3.37897 3.16108 -0.012 0.077 -0.134
C -0.70223 -4.19196 3.94277 -0.089 0.086 0.109
C -1.99427 -3.98524 4.38445 -0.129 0.155 -0.002
C -2.77542 -2.87139 4.10152 0.171 -0.484 0.212
C -2.55530 -1.85794 3.20118 0.340 0.363 -0.461
C -1.50570 -1.62756 2.27341 -0.236 -0.034 0.063
N -1.60887 -0.72664 1.29083 0.610 0.241 -0.244
C -2.92154 -0.10761 1.10340 -0.043 0.238 -0.014
C -3.23942 1.09231 2.02136 -0.050 -0.104 -0.049
H -4.39920 1.84797 0.36735 -0.100 -0.004 -0.041
H -4.55460 2.79203 1.83601 -0.041 -0.011 -0.030
H -2.34871 3.72791 1.60062 -0.117 0.072 -0.065
H -3.34060 4.04548 0.18117 0.062 0.101 -0.024
H -1.24457 3.57177 -0.71963 -0.069 -0.148 -0.050
H -2.19457 2.11605 -0.98259 0.131 0.049 0.056
H -0.35028 4.54722 0.88103 -0.122 -0.056 0.030
H 0.16600 5.65833 2.83523 -0.060 0.007 -0.037
H 0.65811 4.72940 4.94059 0.019 0.031 0.017
H 1.39669 2.53403 5.34786 0.019 -0.011 0.061
H 1.93244 0.92502 3.77073 -0.001 -0.002 -0.045
H 3.34714 0.85483 2.32249 -0.073 0.016 -0.141
H 3.59135 0.88390 0.57542 -0.122 -0.084 0.282
H 4.16383 -1.28977 1.74325 -0.024 -0.046 -0.043
H 3.13866 -1.42359 0.32009 0.126 0.131 0.335
H 2.19769 -1.53562 3.21415 -0.035 -0.106 -0.018
H 2.41937 -2.87849 2.08290 -0.119 0.133 0.093
H 1.10840 -3.75095 3.06734 -0.021 0.038 -0.030
H -0.21923 -5.09273 4.30264 0.020 -0.014 0.006
H -2.41374 -4.72112 5.05462 -0.014 -0.052 0.049
H -3.70580 -2.80240 4.65202 -0.046 0.018 -0.020
H -3.32610 -1.10631 3.20543 -0.091 0.043 -0.118
H -3.70694 -0.87132 1.18702 0.145 0.125 -0.146
H -2.96444 0.26909 0.08648 0.033 -0.169 0.131
H -2.32873 1.41836 2.53164 -0.067 -0.037 0.052
H -3.95584 0.80267 2.79156 0.058 -0.050 0.058
C 2.68792 2.52256 -1.55118 -0.357 -0.149 0.364
As 1.72538 0.79586 -1.75607 1.641 0.285 -1.625
C 1.38567 1.05311 -3.68614 -0.298 -0.068 0.170
C 3.17192 -0.53644 -1.99046 -0.267 -0.165 0.279
C 4.47793 -0.19988 -2.33617 -0.263 0.251 0.005
C 5.43915 -1.18712 -2.48909 0.024 0.041 -0.007
C 5.10437 -2.51918 -2.31220 -0.066 0.001 -0.009
C 3.80778 -2.86304 -1.96958 -0.295 -0.132 0.052
C 2.83892 -1.88135 -1.78987 -0.150 0.211 0.031
As 0.98671 -2.35354 -1.25313 1.585 -0.714 -1.297
C 1.21908 -4.10530 -0.36555 -0.362 0.290 0.390
C 0.59506 -3.17400 -3.01474 -0.277 0.120 -0.022
H 3.27493 2.57778 -0.63360 -0.108 -0.102 -0.080
H 1.92550 3.30706 -1.50917 0.064 -0.125 -0.022
H 3.33297 2.71939 -2.41504 -0.230 -0.272 0.147
H 2.30025 1.37021 -4.19531 -0.051 -0.027 0.296
H 0.61255 1.81410 -3.81671 0.053 -0.055 -0.030
H 1.03468 0.12676 -4.13958 0.061 0.100 0.114
H 4.74965 0.84125 -2.47681 0.031 -0.064 -0.019
H 6.45162 -0.91800 -2.74779 0.089 0.056 -0.024
H 5.84930 -3.28848 -2.43948 0.100 -0.081 -0.003
H 3.54273 -3.90738 -1.82247 0.112 0.090 -0.033
H 1.36622 -4.90215 -1.10223 -0.021 0.391 0.004
H 0.29203 -4.30798 0.17955 0.123 0.004 -0.054
H 2.04671 -4.10897 0.34393 -0.039 0.147 -0.082
H 1.44285 -3.80979 -3.28880 -0.035 0.160 0.296
H 0.45190 -2.43288 -3.79814 0.091 -0.084 0.191
H -0.30695 -3.78281 -2.93640 0.068 0.117 0.001
Cl -1.40531 -0.82178 -4.06183 0.043 0.252 0.189
Si -1.71285 -0.40364 -2.04151 -0.603 -1.349 0.292
Cl -3.70794 0.24127 -2.27142 0.488 0.144 0.217
Cl -2.05612 -2.46019 -1.17968 -0.436 0.587 -0.548
```
Forces are in eV/Å.

***

What did we get for F_max? Answer: 8.11; 5.45; 3.46; 4.16 eV/A, in the order shown.
What did we get for energy relative to the best compared isomer or geometry (same formula, charge and spin)? Answer: 0.027; 3.189; 3.912; 1.355 eV, in the order shown.
What did we get for DFT total energy? Answer: -1691.171776; -321.283227; -323.375932; -7672.174140 hartree, in the order shown.